ORCA calculation (ωB97M-V with the def2-TZVPD basis set) on a cluster of 2 separate species, C5H15N3 in total at a distorted geometry.

Positions of all 23 atoms, in Å:
C (-1.471253, -0.344987, 1.962788)
N (-1.995359, -0.443377, 0.311691)
N (-1.638466, 0.603625, -0.479281)
H (-3.011500, -0.484997, 0.438625)
H (-2.233048, 1.427055, -0.526241)
H (-1.171527, 0.322960, -1.334991)
H (-1.376890, -1.390811, 2.243850)
H (-0.772157, 0.333285, 2.447937)
H (-2.406344, 0.000299, 2.419035)
C (0.797924, -1.659884, -1.620844)
C (1.261991, -0.150308, 0.758864)
C (1.432084, 1.903538, -0.729289)
C (1.272108, 0.412374, -0.615741)
N (1.045032, -0.237256, -1.688064)
H (-0.039402, -1.912779, -0.959801)
H (1.669826, -2.208667, -1.246315)
H (0.576346, -2.019190, -2.626317)
H (0.154865, -0.528419, 1.131064)
H (1.903053, -1.028082, 0.850370)
H (2.425353, 2.194148, -0.383633)
H (1.311627, 2.222016, -1.761678)
H (0.704851, 2.419043, -0.099951)
H (1.560885, 0.570415, 1.507920)

Force components x, y, z for each atom (eV/Å):
C -3.71 -0.18 -1.22
N 0.84 -0.33 3.23
N 0.39 1.12 -0.57
H 0.50 0.01 0.05
H 0.10 -0.45 -0.04
H -0.28 0.24 0.19
H 0.45 0.09 0.06
H 0.49 -0.01 -1.03
H -0.14 -0.24 0.10
C 0.10 -0.25 0.11
C -2.19 -1.55 1.16
C 0.25 -0.05 0.00
C -0.70 0.18 -0.57
N 0.26 0.30 0.14
H -0.06 0.09 -0.02
H 0.02 0.00 -0.04
H 0.01 -0.06 0.10
H 3.39 0.90 -1.74
H 0.09 -0.04 -0.06
H 0.07 0.08 0.04
H -0.01 -0.04 -0.02
H -0.04 -0.07 0.04
H 0.17 0.26 0.11

Summary:
Lowest unoccupied orbital energy = 0.95 eV
Calculated total energy = -9895.091 eV
Highest occupied orbital energy = -8.69 eV
Relative energy (zero: lowest compared OMol25 entry of this formula, charge and spin) = 391.8 kJ/mol
HOMO-LUMO gap = 9.64 eV

ORCA calculation (ωB97M-V with the def2-TZVPD basis set) on a structure of composition C5H15N3O at a distorted geometry.

Positions of all 24 atoms, in Å:
C (0.797935, 0.075725, 0.322739)
C (0.384052, 1.138371, -0.732230)
C (-0.963380, 1.785453, -0.398890)
N (1.192732, 0.701519, 1.611858)
N (1.930829, -0.646953, -0.241803)
N (1.460518, 2.126260, -0.925370)
H (-0.417366, -0.930197, -0.217847)
H (0.292800, 0.600525, -1.680949)
H (0.406518, 1.143715, 2.075009)
H (1.933819, 1.389627, 1.489104)
H (2.648107, 0.009897, -0.542304)
H (2.339270, -1.254063, 0.460258)
H (1.418020, 2.843424, -0.208575)
H (1.364212, 2.597650, -1.816690)
H (-0.904433, 2.337300, 0.543169)
H (-1.252963, 2.496266, -1.175468)
H (-1.754660, 1.038041, -0.310882)
C (-2.145575, -2.950464, -0.139580)
C (-1.100379, -1.960358, 0.208649)
O (-0.567512, -1.982941, 1.333517)
H (0.175236, -0.986794, 1.132873)
H (-1.830300, -3.476769, -1.044743)
H (-2.340713, -3.673597, 0.654561)
H (-3.066768, -2.421639, -0.396408)

Force components x, y, z for each atom (eV/Å):
C 0.55 -0.56 1.18
C -0.41 -0.23 0.08
C 0.17 -0.01 -0.07
N 0.17 0.20 -0.01
N 0.03 0.02 -0.09
N -0.02 -0.15 0.18
H -1.61 -1.38 -0.32
H -0.01 0.02 0.00
H 0.05 0.00 0.00
H -0.07 0.05 -0.02
H -0.01 -0.02 0.02
H -0.01 0.06 -0.03
H -0.02 -0.04 -0.03
H -0.03 -0.07 0.04
H 0.00 -0.03 0.02
H 0.00 -0.01 0.00
H -0.01 0.00 0.03
C 0.02 0.01 -0.36
C 1.64 1.25 1.01
O -0.88 -0.86 -0.31
H 0.34 1.52 -1.31
H -0.06 0.04 0.00
H 0.12 0.18 0.01
H 0.04 0.01 -0.02

Summary:
Lowest unoccupied orbital energy = 0.86 eV
Calculated total energy = -11942.491 eV
Highest occupied orbital energy = -7.92 eV
Relative energy (zero: lowest compared OMol25 entry of this formula, charge and spin) = 410.9 kJ/mol
HOMO-LUMO gap = 8.78 eV

ORCA calculation (ωB97M-V with the def2-TZVPD basis set) on a cluster of 2 separate species, C5H15N3O2 in total at a distorted geometry.

Positions of all 25 atoms, in Å:
C (0.880678, 1.698573, 1.483057)
C (2.233926, 1.393092, 0.868963)
C (0.092994, 0.273627, 1.879729)
N (0.125051, 2.560268, 0.643999)
H (1.012594, 2.197585, 2.451332)
H (-0.789366, 2.761428, 1.032369)
H (0.021379, 2.150131, -0.286900)
H (2.769960, 2.328321, 0.706709)
H (2.118801, 0.913248, -0.097239)
H (2.825629, 0.763278, 1.528941)
H (-0.103495, -0.554096, 1.207381)
H (0.733676, -0.172191, 2.640456)
H (-0.851425, 0.561861, 2.344608)
C (-1.163664, -2.552805, -1.957732)
N (-1.099292, -1.440836, -1.017903)
C (-0.043617, -0.524023, -1.141584)
N (-2.381223, -0.857199, -0.853148)
O (1.186979, -1.081414, -1.133696)
O (-0.220777, 0.636327, -1.442482)
H (1.156529, -1.990977, -0.806636)
H (-2.517022, -0.110017, -1.533764)
H (-2.415970, -0.433878, 0.071149)
H (-1.807366, -3.317181, -1.534963)
H (-0.177362, -2.976029, -2.137171)
H (-1.587616, -2.227090, -2.915474)

Force components x, y, z for each atom (eV/Å):
C -0.92 -2.51 0.45
C -0.05 0.41 0.12
C 1.21 1.80 0.77
N -0.30 0.61 -0.75
H 0.01 -0.21 -0.06
H 0.08 -0.04 -0.11
H -0.09 0.29 0.49
H 0.07 0.03 0.02
H 0.02 -0.12 -0.05
H 0.06 -0.12 -0.01
H 0.13 0.39 -0.72
H -0.13 -0.07 0.34
H -0.03 -0.08 0.07
C 0.00 -0.09 0.01
N 0.03 0.38 0.66
C -0.55 -0.16 -2.20
N 0.07 -0.04 0.07
O -0.21 0.25 0.21
O 0.46 -0.69 0.71
H -0.13 0.14 0.08
H 0.18 -0.01 0.04
H 0.04 -0.09 -0.17
H -0.03 -0.07 -0.01
H 0.00 0.02 -0.01
H 0.08 -0.01 0.05

Summary:
Lowest unoccupied orbital energy = 0.54 eV
Calculated total energy = -13992.700 eV
Highest occupied orbital energy = -8.48 eV
Relative energy (zero: lowest compared OMol25 entry of this formula, charge and spin) = 74.5 kJ/mol
HOMO-LUMO gap = 9.02 eV

ORCA calculation (ωB97M-V with the def2-TZVPD basis set) on a structure of composition C5H15N3O2Tl at a distorted geometry.

Positions of all 26 atoms, in Å:
Tl (5.179596, -9.461150, -21.667189)
C (7.398314, -13.739988, -23.325016)
C (6.791447, -12.598167, -22.562273)
C (7.567203, -12.285692, -21.225173)
O (7.193823, -11.014125, -20.544518)
C (8.165880, -10.597617, -19.586382)
N (6.798648, -11.409230, -23.387873)
H (6.658604, -14.121441, -24.028872)
H (7.743631, -14.525374, -22.652691)
H (8.339315, -13.512912, -23.826079)
H (5.750212, -12.824535, -22.332764)
H (8.638793, -12.328271, -21.420039)
H (7.472466, -13.068821, -20.472947)
H (7.860831, -9.683548, -19.076946)
H (9.089850, -10.353290, -20.110482)
H (8.168470, -11.479160, -18.945308)
H (7.773550, -11.146359, -23.411491)
H (6.593885, -11.726769, -24.324536)
C (1.322959, -9.820976, -21.804865)
O (2.307016, -9.094782, -21.686811)
N (1.330525, -11.127101, -21.853076)
N (0.114600, -9.412193, -21.672775)
H (2.202735, -11.589088, -21.638785)
H (0.446869, -11.611643, -21.919952)
H (-0.113203, -8.428336, -21.657362)
H (-0.669557, -10.033827, -21.809747)

Force components x, y, z for each atom (eV/Å):
Tl -0.10 -0.19 -0.52
C 0.92 -1.00 -0.72
C -0.86 1.89 2.82
C -0.06 0.87 -0.25
O -0.90 -1.61 -1.49
C 0.10 0.40 -0.29
N 0.70 -1.43 0.30
H 0.22 -0.07 -0.06
H -0.44 -0.24 0.53
H -0.06 0.41 -0.36
H -0.11 -0.38 -0.01
H 0.34 0.51 -0.12
H -0.69 -0.32 0.15
H -0.43 -0.29 0.03
H 0.43 -0.48 0.28
H 0.88 0.19 0.65
H 0.44 1.21 -0.20
H -0.95 0.66 -0.85
C 0.23 -0.56 0.33
O 2.40 1.12 0.41
N 1.62 -2.65 -0.61
N -3.39 2.81 -0.65
H -0.44 -0.54 -0.16
H 0.33 -0.61 0.27
H 0.02 0.27 0.08
H -0.19 0.02 0.44

Summary:
Lowest unoccupied orbital energy = -17.77 eV
Calculated total energy = -18650.526 eV
Highest occupied orbital energy = -20.59 eV
Net charge = +3
Relative energy (zero: lowest compared OMol25 entry of this formula, charge and spin) = 101.0 kJ/mol
HOMO-LUMO gap = 2.82 eV

- What is the calculated total energy in the first record?
  -9895.091 eV